The following is a quantum chemistry calculation of a cluster of 2 separate species, C45H36O2P in total, from the OMol25 dataset.

relative energy (zero: lowest compared OMol25 entry of this formula, charge and spin) = 0.0 kcal per mole
F_max = 3.2 eV/Å
orbital gap = 3.8 eV
charge = +1
E_tot = -2227.9206 Eh
lowest unoccupied orbital energy = -5.503 eV

Geometry as XYZ:
```
84
Properties=species:S:1:pos:R:3:forces:R:3:lowdin_charge:R:1
C 0.6098 -4.2103 4.1317 0.0 -0.2 0.0 -0.07
C 0.1108 -3.8805 2.8880 0.0 0.0 -0.1 -0.06
C -0.1690 -2.5597 2.5887 0.0 -0.4 -0.5 -0.10
C 0.0364 -1.5758 3.5310 0.0 0.8 0.3 -0.32
P -0.3501 0.1441 3.1098 -1.0 0.0 -2.9 1.10
C -1.5385 0.9013 4.2470 0.7 -0.4 -0.1 -0.31
C -2.2343 2.0050 3.8076 -0.3 0.6 -0.2 -0.10
C -3.1758 2.6066 4.6240 0.1 0.1 -0.1 -0.06
C -3.4068 2.1063 5.8889 -0.1 0.1 0.1 -0.07
C -2.6931 1.0148 6.3402 0.1 -0.1 0.1 -0.06
C -1.7593 0.4135 5.5160 0.0 -0.2 0.5 -0.07
C 1.1976 1.0771 3.1587 -0.6 -0.5 0.2 -0.30
C 1.1713 2.4296 3.4141 -0.1 0.6 0.1 -0.06
C 2.3481 3.1563 3.4387 -0.2 0.1 0.0 -0.06
C 3.5503 2.5216 3.2009 0.2 0.1 0.0 -0.07
C 3.5747 1.1702 2.9191 0.1 -0.2 -0.1 -0.08
C 2.3934 0.4497 2.8937 0.5 -0.3 -0.1 -0.09
C -0.9329 0.1912 1.3996 1.3 0.2 2.9 -0.18
C -2.2288 -0.0322 0.9650 -0.5 -0.1 -1.1 -0.54
O -2.4992 -0.0188 -0.2503 -0.2 0.0 -0.1 -0.03
C -3.3399 -0.2469 1.9387 -0.2 -0.2 0.2 -0.18
C -3.3289 -1.2808 2.8691 0.1 0.2 -0.5 -0.04
C -4.3519 -1.4036 3.7826 -0.2 -0.1 0.2 -0.07
C -5.3972 -0.5015 3.7797 -0.1 0.0 0.3 -0.08
C -5.4381 0.5042 2.8366 -0.1 0.2 -0.1 -0.08
C -4.4212 0.6239 1.9173 0.2 -0.1 -0.3 -0.04
C 0.5726 -1.9013 4.7569 0.3 -0.2 0.5 -0.09
C 0.8534 -3.2213 5.0634 0.1 0.1 0.3 -0.06
H 0.8196 -5.2394 4.3712 0.0 -0.2 0.1 0.11
H -0.0577 -4.6502 2.1517 0.0 -0.1 -0.1 0.11
H -0.5368 -2.2935 1.6114 -0.2 0.1 -0.1 0.10
H -2.0530 2.3837 2.8147 -0.1 0.0 -0.2 0.11
H -3.7345 3.4584 4.2705 0.0 0.1 -0.1 0.11
H -4.1412 2.5700 6.5263 -0.1 0.1 0.1 0.11
H -2.8641 0.6329 7.3342 0.0 -0.1 0.1 0.11
H -1.2060 -0.4400 5.8647 0.0 -0.2 0.1 0.09
H 0.2275 2.9195 3.5820 -0.1 0.2 0.1 0.10
H 2.3270 4.2165 3.6349 0.0 0.1 0.1 0.11
H 4.4703 3.0812 3.2374 0.1 0.1 0.0 0.11
H 4.5129 0.6803 2.7133 0.1 -0.1 0.0 0.10
H 2.3985 -0.6012 2.6572 0.1 -0.3 0.1 0.10
H -0.1826 0.3753 0.6599 0.4 0.1 -0.2 0.05
H -2.5286 -1.9965 2.8564 0.1 -0.2 0.1 0.09
H -4.3384 -2.2034 4.5037 0.0 -0.2 0.1 0.11
H -6.1769 -0.5713 4.5185 -0.2 -0.1 0.1 0.10
H -6.2559 1.2046 2.8215 -0.2 0.1 0.0 0.11
H -4.4466 1.3877 1.1594 0.0 0.2 -0.1 0.12
H 0.7995 -1.1205 5.4633 0.1 0.1 0.2 0.11
H 1.2646 -3.4787 6.0267 0.1 0.0 0.1 0.11
C 5.3361 -7.5777 -1.8557 -0.1 -0.2 0.0 -0.08
C 5.5224 -6.9155 -3.0532 -0.1 -0.3 0.0 -0.07
C 5.8972 -5.5932 -3.0607 0.3 1.2 0.3 -0.02
C 6.0851 -4.8994 -1.8641 -0.8 -0.6 -0.1 -0.22
O 6.3940 -3.5100 -1.8619 -1.2 1.1 -0.3 0.01
C 5.3443 -2.5969 -2.1282 0.0 -1.4 0.3 -0.15
C 4.5640 -2.0838 -1.0748 0.9 -0.6 0.1 0.04
C 3.4675 -1.3142 -1.3274 -0.3 0.3 -0.4 0.02
C 3.0756 -0.9943 -2.6511 0.2 -0.1 -0.1 -0.17
C 1.8945 -0.2445 -2.8202 0.2 0.0 -0.6 0.15
C 1.2063 0.1782 -3.9926 0.1 -0.2 0.1 -0.17
C 0.1843 1.1338 -3.8292 0.1 -0.1 0.4 0.02
C -0.5101 1.6238 -4.9053 -0.2 0.3 0.0 -0.03
C -0.2221 1.1732 -6.1807 -0.1 0.2 0.1 -0.02
C 0.7471 0.2051 -6.3725 0.3 -0.3 -0.1 -0.04
C 1.4441 -0.2954 -5.3001 0.0 -0.2 -0.1 0.00
C 3.9249 -1.4411 -3.6961 -0.2 0.3 0.2 0.02
C 5.0156 -2.2218 -3.4436 0.6 -0.5 0.3 0.03
C 5.9095 -5.5888 -0.6627 0.2 1.3 -0.2 -0.01
C 5.5300 -6.9100 -0.6622 0.0 -0.3 -0.1 -0.07
H 5.0237 -8.6091 -1.8525 0.0 -0.1 0.0 0.11
H 5.3570 -7.4353 -3.9822 0.0 0.0 -0.2 0.11
H 6.0369 -5.0713 -3.9888 0.0 0.1 -0.3 0.11
H 4.8312 -2.3316 -0.0621 0.1 -0.1 0.2 0.13
H 2.8668 -0.9389 -0.5155 -0.1 0.0 0.2 0.12
H 1.4414 0.0923 -1.9004 -0.1 0.1 0.3 0.13
H -0.0448 1.4788 -2.8355 -0.1 0.1 0.2 0.13
H -1.2814 2.3603 -4.7520 -0.1 0.1 0.0 0.12
H -0.7650 1.5650 -7.0237 -0.1 0.1 -0.2 0.12
H 0.9451 -0.1701 -7.3642 0.0 -0.1 -0.1 0.12
H 2.1236 -1.1069 -5.4667 0.1 -0.1 -0.1 0.10
H 3.7401 -1.1255 -4.7033 0.1 0.0 -0.2 0.10
H 5.6345 -2.5723 -4.2522 0.1 0.0 -0.1 0.13
H 6.0466 -5.0587 0.2619 0.1 0.1 0.3 0.12
H 5.3632 -7.4242 0.2698 0.1 0.0 0.2 0.11
```
Positions in Å, forces in eV/Å.



The following is a quantum chemistry calculation of a structure of composition C45H37BrClF4N3OPPdSi, from the OMol25 dataset.

relative energy (zero: lowest compared OMol25 entry of this formula, charge and spin) = 49.3 kcal per mole
F_max = 4.4 eV/Å
orbital gap (spin up / spin down) = 4.4 / 4.4 eV
charge = +1
E_tot = -6168.6910 Eh
lowest unoccupied orbital energy (spin up / spin down) = -5.049 / -5.043 eV

Geometry as XYZ:
```
95
Properties=species:S:1:pos:R:3:forces:R:3:lowdin_charge:R:1
Pd 1.3547 -0.3877 -0.2582 0.3 -0.5 0.8 0.69
F -3.9676 4.1887 -0.2640 0.5 -0.1 0.0 0.16
C -2.7183 3.7382 -0.2376 0.0 0.0 0.2 -0.12
C -1.7812 4.3080 0.6200 0.0 0.1 -0.3 -0.14
F -2.1222 5.3345 1.3963 0.1 -0.3 -0.2 0.15
C -0.4885 3.7957 0.6570 0.1 0.0 -0.2 -0.21
F 0.3958 4.3590 1.4855 -0.2 0.1 0.1 0.11
C -0.0941 2.7343 -0.1490 -0.3 -0.4 0.4 -0.28
P 1.5189 1.8711 -0.0932 -0.5 1.1 -0.4 1.01
C 2.4854 2.4936 1.3077 0.0 -0.8 0.0 -0.36
C 2.2717 1.8114 2.5070 -0.2 -0.1 -0.1 -0.11
C 3.0120 2.1288 3.6301 0.0 0.0 0.1 -0.06
C 3.9801 3.1208 3.5595 0.0 0.0 0.0 -0.05
C 4.2220 3.7721 2.3598 0.0 0.0 0.0 -0.05
C 3.4873 3.4533 1.2296 -0.1 0.0 -0.2 -0.07
C 2.2055 2.5323 -1.6456 0.3 -0.6 0.1 -0.38
C 2.5515 1.6287 -2.6493 0.1 -0.1 0.2 -0.19
C 2.9985 2.0866 -3.8745 0.1 0.0 -0.1 -0.06
C 3.1066 3.4499 -4.1028 0.0 -0.1 0.0 -0.05
C 2.7550 4.3510 -3.1100 0.0 0.1 0.0 -0.05
C 2.2964 3.8993 -1.8856 0.0 -0.1 0.2 -0.08
C -1.0453 2.1924 -1.0154 0.0 0.2 0.0 -0.53
Br -0.5657 0.8081 -2.1971 -0.3 0.1 -0.3 1.03
C -2.3409 2.6759 -1.0537 0.0 -0.2 -0.2 -0.24
F -3.2304 2.1169 -1.8715 0.1 0.4 0.2 0.11
H 1.5290 1.0146 2.5345 0.0 0.1 0.1 0.10
H 2.8442 1.5996 4.5588 0.0 0.0 0.0 0.11
H 4.5614 3.3671 4.4358 0.0 0.0 0.0 0.11
H 4.9941 4.5258 2.2971 0.0 0.0 0.0 0.11
H 3.7095 3.9378 0.2919 0.0 0.1 -0.1 0.10
H 2.4323 0.5567 -2.4670 0.1 0.3 -0.2 0.07
H 3.2481 1.3822 -4.6532 0.0 0.0 -0.1 0.11
H 3.4494 3.8094 -5.0603 0.0 0.0 -0.1 0.11
H 2.8277 5.4116 -3.2936 0.0 0.1 0.0 0.12
H 2.0007 4.6053 -1.1225 -0.1 0.1 0.0 0.12
C -2.5634 -3.8139 0.4437 -0.2 -0.3 0.2 -0.09
C -3.2474 -2.6731 1.1494 1.4 2.5 -0.8 -0.58
C -4.7309 -2.6601 0.9100 -0.1 -0.3 0.1 -0.08
C -2.9058 -2.5957 2.6126 -0.3 -0.6 0.2 -0.11
Si -2.3662 -0.9480 0.3570 -4.0 -1.9 0.4 0.45
O -0.8356 -1.1194 0.4802 4.2 0.4 -0.4 -0.37
C -2.9731 0.5273 1.3848 0.4 -0.2 -0.6 -0.21
C -1.9984 1.1900 2.1316 0.0 -0.1 0.0 -0.11
C -2.2959 2.3287 2.8566 -0.1 0.1 0.2 -0.09
C -3.5819 2.8479 2.8278 0.0 0.0 0.1 -0.09
C -4.5684 2.1934 2.1091 -0.1 0.1 0.1 -0.07
C -4.2681 1.0351 1.4127 -0.1 0.0 -0.1 -0.08
C -3.1276 -1.1632 -1.3826 0.7 0.9 0.7 -0.28
C -2.3931 -1.8993 -2.3036 -0.1 0.0 -0.2 -0.18
C -2.8638 -2.1033 -3.5875 0.1 -0.2 0.0 -0.09
C -4.0880 -1.5784 -3.9663 0.0 0.0 -0.1 -0.08
C -4.8210 -0.8301 -3.0634 -0.2 0.0 0.0 -0.07
C -4.3460 -0.6290 -1.7776 0.0 0.0 -0.3 -0.11
H -2.8767 -4.7574 0.8958 0.0 -0.3 0.0 0.09
H -1.4832 -3.7403 0.5328 0.2 0.0 0.0 0.05
H -2.8301 -3.8434 -0.6094 0.0 -0.1 -0.1 0.07
H -5.1491 -3.6178 1.2285 -0.2 -0.1 0.1 0.09
H -4.9725 -2.5385 -0.1416 -0.1 0.0 -0.1 0.07
H -5.2198 -1.8810 1.4867 -0.2 0.2 0.1 0.08
H -3.3009 -3.4801 3.1190 0.0 -0.1 0.3 0.08
H -3.3505 -1.7191 3.0764 0.0 0.1 0.1 0.07
H -1.8317 -2.5689 2.7685 0.3 0.0 0.1 0.07
H -0.9892 0.7976 2.1303 0.1 -0.1 0.0 0.08
H -1.5285 2.8263 3.4354 0.1 0.0 0.0 0.11
H -3.8078 3.7617 3.3562 -0.1 0.1 0.1 0.11
H -5.5727 2.5895 2.0881 -0.1 0.0 0.0 0.11
H -5.0581 0.5274 0.8818 -0.1 0.0 -0.1 0.09
H -1.4270 -2.2885 -2.0169 0.2 -0.1 0.1 0.08
H -2.2808 -2.6799 -4.2889 0.1 -0.1 -0.1 0.10
H -4.4673 -1.7508 -4.9626 0.0 0.0 -0.1 0.10
H -5.7711 -0.4055 -3.3527 -0.1 0.0 -0.1 0.11
H -4.9312 -0.0279 -1.1022 -0.1 0.1 0.1 0.09
Cl 5.2221 -3.3320 2.4270 0.0 0.0 0.0 0.73
C 5.0415 -2.1017 1.2373 0.0 0.3 0.0 -0.64
C 6.0061 -1.8985 0.2570 -0.3 0.1 0.1 -0.05
C 5.7957 -0.8758 -0.6545 -0.1 0.0 0.2 -0.02
C 4.6212 -0.1448 -0.5912 0.2 0.2 -0.2 -0.11
N 3.6871 -0.3636 0.3331 -1.1 -0.3 -0.6 0.01
C 3.9106 -1.2940 1.2570 0.1 -0.3 0.4 -0.17
H 6.8921 -2.5127 0.2278 0.1 -0.1 0.0 0.12
H 6.5275 -0.6510 -1.4129 0.1 0.0 -0.1 0.12
H 4.4322 0.6661 -1.2819 0.0 -0.1 -0.1 0.10
H 3.1774 -1.4041 2.0497 0.0 -0.1 -0.1 0.11
N 1.8153 -6.2329 -3.4827 0.1 -0.3 -0.4 0.19
C 1.7534 -5.5866 -2.5405 0.0 0.0 -0.2 -0.18
C 1.6223 -4.7714 -1.3870 -0.1 0.6 0.7 -0.19
C 1.3619 -5.3342 -0.1359 0.0 0.4 -0.1 0.03
C 1.1988 -4.4811 0.9418 0.2 0.1 -0.1 -0.01
C 1.2851 -3.1130 0.7339 -0.2 -0.3 0.4 -0.15
N 1.5404 -2.5766 -0.4601 -0.3 0.6 0.4 -0.03
C 1.7165 -3.3794 -1.4983 0.0 -0.3 -0.5 -0.05
H 1.2768 -6.4047 -0.0213 0.0 0.0 0.0 0.14
H 1.0153 -4.8710 1.9301 -0.1 0.0 0.1 0.13
H 1.1161 -2.4041 1.5406 -0.1 -0.2 -0.1 0.10
H 1.9214 -2.9160 -2.4586 0.0 -0.1 0.1 0.14
```
Positions in Å, forces in eV/Å.



The following is a quantum chemistry calculation of a structure of composition C45H37BrF4N8PPdS, from the OMol25 dataset.

F_max = 1.4 eV/Å
orbital gap = 5.5 eV
charge = -1
E_tot = -6015.9799 Eh
lowest unoccupied orbital energy = 1.583 eV

Geometry as XYZ:
```
98
Properties=species:S:1:pos:R:3:forces:R:3:lowdin_charge:R:1
Pd -0.7259 -0.3566 -1.7871 0.8 0.0 -0.4 0.52
F 2.2377 4.8335 -6.3299 0.0 -0.1 0.3 0.07
C 1.8376 4.0794 -5.2742 -0.4 -0.2 -0.3 -0.15
C 2.4012 4.3295 -4.0247 0.2 0.1 0.3 -0.15
F 3.2883 5.3436 -3.8600 -0.1 -0.2 -0.1 0.07
C 2.0293 3.5429 -2.9548 0.0 0.0 -0.1 -0.23
F 2.5322 3.8272 -1.7214 0.2 0.2 -0.3 0.06
C 1.1064 2.5120 -3.1331 -0.4 -0.3 -0.3 -0.41
P 0.7029 1.4687 -1.7002 0.7 0.7 -0.2 1.01
C 2.4148 1.0583 -1.2126 -0.1 -0.2 0.2 -0.34
C 3.1194 1.5065 -0.1044 -0.1 -0.1 -0.2 -0.10
C 4.4436 1.1350 0.0608 0.1 0.0 0.1 -0.10
C 5.0677 0.3246 -0.8712 0.1 -0.1 0.1 -0.10
C 4.3690 -0.1249 -1.9796 0.1 0.0 0.0 -0.08
C 3.0513 0.2434 -2.1476 0.0 0.1 -0.1 -0.12
C 0.1387 2.7738 -0.5385 -0.2 -0.1 0.2 -0.34
C 0.1619 2.6352 0.8466 0.1 0.0 0.0 -0.11
C -0.3487 3.6232 1.6690 0.1 0.1 0.2 -0.07
C -0.8975 4.7721 1.1240 -0.1 0.1 0.1 -0.08
C -0.9541 4.9091 -0.2520 -0.1 0.1 0.1 -0.07
C -0.4637 3.9117 -1.0719 0.1 0.0 -0.1 -0.09
C 0.4583 2.2749 -4.3413 0.0 0.6 -0.7 -0.07
Br 0.0015 -1.0013 -3.9542 0.3 -0.4 -0.8 0.15
C 0.8650 3.0952 -5.3922 0.3 -0.1 1.0 -0.29
F 0.2814 2.9598 -6.6117 0.0 0.1 -0.3 0.02
H 2.6563 2.1701 0.6087 0.0 0.1 0.1 0.09
H 5.0027 1.5008 0.9114 0.0 0.0 0.1 0.10
H 6.1029 0.0510 -0.7325 0.1 0.0 0.0 0.09
H 4.8517 -0.7446 -2.7212 0.0 -0.1 0.0 0.10
H 2.5041 -0.0772 -3.0240 -0.1 -0.1 -0.1 0.06
H 0.5788 1.7471 1.2986 0.0 -0.1 0.0 0.08
H -0.3069 3.5101 2.7450 0.0 0.0 0.0 0.09
H -1.2859 5.5459 1.7720 0.0 0.0 0.0 0.09
H -1.3721 5.8020 -0.6927 -0.1 0.1 0.0 0.10
H -0.5383 4.0162 -2.1452 0.0 0.0 -0.1 0.11
C 1.6729 -1.0782 1.5271 -0.1 0.0 0.1 0.00
C 1.8681 -1.9058 0.3160 -0.1 0.1 -0.1 -0.35
N 1.2422 -1.7679 -0.8252 0.4 -0.3 0.6 0.07
C 1.7757 -2.7054 -1.6677 0.2 -0.2 0.1 -0.18
C 2.7286 -3.4190 -1.0181 0.0 -0.1 -0.3 -0.08
N 2.7904 -2.9093 0.2558 0.1 0.2 0.0 -0.02
C 3.5554 -3.4323 1.3473 0.3 0.2 0.0 -0.07
N 2.6901 -4.0539 2.3122 -0.5 -0.6 0.3 -0.06
N 2.5682 -3.5811 3.5706 0.6 0.5 -0.1 0.04
N 1.6569 -4.2072 4.1932 -0.2 0.1 0.7 0.06
C 1.1026 -5.1328 3.3601 0.3 -0.3 -1.3 -0.23
C 0.0780 -6.0627 3.5426 0.1 0.1 0.0 -0.02
C -0.2606 -6.8453 2.4632 -0.2 -0.1 0.3 -0.09
C 0.3803 -6.7207 1.2251 0.3 0.1 -0.2 -0.08
C 1.4121 -5.8286 1.0259 -0.1 -0.2 -0.2 -0.01
C 1.7654 -5.0388 2.1115 -0.3 0.1 0.8 -0.16
H 0.9555 -0.2981 1.2922 0.0 0.0 0.0 0.05
H 2.6121 -0.6164 1.8289 0.0 0.1 0.1 0.08
H 1.2989 -1.6679 2.3619 -0.1 0.0 0.1 0.07
H 1.4462 -2.7905 -2.6823 -0.1 0.0 -0.3 0.02
H 3.3720 -4.2116 -1.3393 0.2 -0.2 -0.1 0.11
H 4.0916 -2.6327 1.8724 -0.1 -0.2 -0.1 0.14
H 4.2736 -4.1652 0.9564 -0.2 0.2 0.1 0.14
H -0.4259 -6.1496 4.4904 -0.1 0.0 0.1 0.11
H -1.0461 -7.5798 2.5643 -0.1 0.0 0.0 0.10
H 0.0517 -7.3380 0.4026 0.0 -0.1 -0.1 0.11
H 1.9063 -5.7432 0.0723 0.0 0.0 -0.1 0.10
S -4.5558 2.1219 2.8292 0.1 0.1 0.1 0.99
C -3.3812 1.4109 1.6888 0.1 0.0 -0.3 -0.50
C -2.6745 0.2532 1.9886 -0.2 0.3 0.0 -0.05
C -1.8278 -0.2746 1.0333 0.2 -0.3 -0.1 -0.09
N -1.6629 0.2747 -0.1700 -0.9 0.6 0.9 -0.09
C -2.3601 1.3725 -0.4668 -0.4 0.6 0.1 -0.15
C -3.2139 1.9790 0.4309 -0.1 -0.2 0.4 -0.05
C -3.5355 3.3976 3.5656 -0.1 -0.2 -0.1 -0.51
C -2.5552 3.0685 4.4913 -0.1 0.2 0.0 -0.09
C -1.8605 4.1037 5.0956 0.1 -0.3 0.1 -0.16
N -2.0762 5.3825 4.8327 0.2 0.4 0.1 0.06
C -2.9976 5.6820 3.9322 -0.2 0.1 -0.1 -0.16
C -3.7592 4.7338 3.2670 0.0 -0.2 0.1 -0.08
H -2.7920 -0.2353 2.9429 0.0 -0.1 0.1 0.11
H -1.2747 -1.1821 1.2370 0.0 0.0 -0.1 0.11
H -2.2355 1.7969 -1.4595 0.0 -0.2 0.2 0.11
H -3.7423 2.8793 0.1633 -0.1 0.1 -0.1 0.12
H -2.3605 2.0388 4.7477 0.0 -0.1 0.0 0.11
H -1.1069 3.9023 5.8464 0.1 -0.1 0.0 0.11
H -3.1400 6.7387 3.7444 -0.1 0.1 -0.1 0.11
H -4.5105 5.0197 2.5479 -0.1 0.0 -0.1 0.10
C -3.5252 -0.0678 -3.2246 0.2 -0.1 0.0 -0.08
C -3.3108 -1.4103 -2.5904 -0.5 0.2 -0.4 -0.41
C -4.1797 -2.4834 -2.5719 -0.1 0.2 -0.2 -0.10
C -3.5461 -3.4987 -1.8381 0.1 -0.2 0.2 -0.10
C -2.3233 -2.9996 -1.4417 0.1 -0.4 0.5 -0.39
C -1.2852 -3.7064 -0.6310 -0.1 0.1 -0.2 -0.06
N -2.1844 -1.7313 -1.9022 -0.2 0.0 -0.2 -0.11
H -4.1120 -0.1855 -4.1341 -0.1 0.1 -0.1 0.07
H -2.5692 0.4069 -3.4963 -0.3 -0.1 0.0 0.02
H -4.0804 0.5984 -2.5530 0.0 0.1 -0.1 0.06
H -5.1488 -2.5387 -3.0381 -0.1 0.1 -0.1 0.08
H -3.9282 -4.4812 -1.6133 0.0 -0.1 0.0 0.08
H -1.7432 -4.5400 -0.0991 0.0 -0.1 0.0 0.07
H -0.8198 -3.0437 0.1023 0.1 -0.1 0.0 0.04
H -0.4949 -4.0986 -1.2737 0.2 0.0 0.1 0.06
```
Positions in Å, forces in eV/Å.